# 1
The following is a DFT calculation (ωB97M-V/def2-TZVPD) of C9H11O3 as an isolated structure in a non-equilibrium geometry.

```
23
Properties=species:S:1:pos:R:3:forces:R:3
C -2.220519 -1.361459 -1.624242 -0.36 0.56 -0.01
C -3.213680 -0.714555 -0.648012 0.29 -1.03 -0.29
O -3.259827 0.560428 -0.577882 -0.92 0.25 0.36
O -3.907720 -1.485394 0.006039 -0.29 0.19 0.16
H -1.985030 -0.705851 -2.461502 0.14 0.09 0.06
H -2.701746 -2.260590 -1.997361 0.23 -0.21 0.05
H -1.312549 -1.581279 -1.066612 0.11 -0.16 -0.10
C 3.222068 -0.465588 1.548700 0.07 -0.75 0.22
C -0.288782 1.332933 -0.222850 -0.51 0.51 -0.59
C -0.395156 0.502073 0.903118 0.47 -0.88 -0.04
C 0.990264 1.524291 -0.798997 -0.28 -0.05 1.04
C 0.716013 -0.209429 1.359622 -0.25 1.33 -1.02
C 2.094232 0.934330 -0.207676 0.09 0.16 -0.68
C 1.987314 0.059846 0.865588 0.07 -0.42 0.38
O -1.326983 1.913750 -0.796226 0.26 -0.07 0.08
H -1.333527 0.279300 1.393892 -0.26 0.23 -0.34
H -2.330333 1.208014 -0.743912 0.62 0.28 0.01
H 1.029833 2.239038 -1.608778 0.24 -0.17 -0.21
H 0.512837 -0.983841 2.046802 0.22 -0.62 1.12
H 3.071710 1.094991 -0.654975 0.09 0.14 0.14
H 3.832921 -1.159397 0.958350 0.10 0.44 -0.37
H 2.991842 -1.089509 2.418427 -0.33 0.30 0.10
H 3.826817 0.367897 1.908488 0.23 -0.10 -0.08
```
Positions in Å, forces in eV/Å.

For the electronic energy, the calculation gives -15656.0340 eV. For the LUMO energy, the calculation gives 3.424 eV. The calculation puts the molar mass at 167.2 g mol⁻¹. For the energy relative to the best compared isomer or geometry (same formula, charge and spin), the calculation gives 6.1 kcal/mol. As for the total charge: -1. The value obtained for the HOMO energy is -4.045 eV. The frontier orbital gap comes out at 7.469 eV.

Results of the Löwdin charge analysis, in e, for atoms 1 through 4: number 1, C, carries -0.01; number 2, C, carries -0.68; number 3, O, carries 0.02; number 4, O, carries -0.01

=====

# 2
The following is a DFT calculation (ωB97M-V/def2-TZVPD) of C9H11O3P as an isolated structure in a non-equilibrium geometry.

```
24
Properties=species:S:1:pos:R:3:forces:R:3
O 0.042273 0.331942 -0.784143 -2.27 1.24 -1.29
O -0.833096 1.081779 1.637008 -2.14 0.77 -0.34
O 1.103847 -1.135162 1.495281 -0.60 -1.77 0.20
C -2.569245 2.854969 -1.761006 -2.47 1.02 1.08
C -3.021262 3.172390 -0.504459 -0.68 0.87 1.24
C -1.635773 1.873598 -1.834822 2.46 -0.52 -3.54
C -2.467251 2.664316 0.633479 1.75 -1.48 1.28
C -0.946191 1.368755 -0.756275 -1.58 -0.27 1.98
C -1.437872 1.695059 0.570466 -0.74 1.68 -2.48
P 0.199910 0.081954 0.819934 4.50 -0.13 2.12
C 1.553705 -2.646738 -0.493384 -1.05 0.59 1.36
C 2.965316 -2.801943 1.472302 -2.62 1.41 0.21
C 2.055189 -1.748531 0.672582 2.99 -2.87 -0.71
H -3.203739 3.392168 -2.477769 1.10 -0.88 -0.81
H -3.860707 3.833965 -0.293734 0.22 0.18 -0.63
H -1.279796 1.628793 -2.874188 -0.24 -0.17 1.24
H -2.746425 3.025814 1.611317 -0.30 -0.17 0.10
H 0.870555 -3.411669 -0.146628 0.21 -0.56 0.53
H 2.349420 -3.096179 -1.064112 0.29 0.10 -0.13
H 0.895053 -2.086943 -1.086328 -0.56 1.00 -1.51
H 3.602003 -3.246086 0.721418 0.33 -0.37 0.33
H 3.465714 -2.358515 2.317698 0.55 0.21 0.05
H 2.193380 -3.485356 1.912122 0.96 0.06 -0.55
H 2.704992 -0.988378 0.213239 -0.12 0.04 0.28
```
Positions in Å, forces in eV/Å.

For the electronic energy, the calculation gives -24938.3867 eV. For the LUMO energy, the calculation gives -0.038 eV. The calculation puts the molar mass at 198.2 g mol⁻¹. For the energy relative to the best compared isomer or geometry (same formula, charge and spin), the calculation gives 122.4 kcal/mol. As for the total charge: 0. The value obtained for the HOMO energy is -6.806 eV. The frontier orbital gap comes out at 6.768 eV.

Results of the Löwdin charge analysis, in e, for atoms 1 through 4: number 1, O, carries -0.15; number 2, O, carries -0.13; number 3, O, carries -0.27; number 4, C, carries -0.10

=====

# 3
The following is a DFT calculation (ωB97M-V/def2-TZVPD) of one molecule with the formula C9H11O7P in a non-equilibrium geometry.

```
28
Properties=species:S:1:pos:R:3:forces:R:3
C 2.530200 -2.582500 0.039433 -0.93 0.00 -0.38
C 1.388005 -1.656827 0.567126 1.92 -0.89 0.09
O 0.242358 -1.907800 -0.251268 -0.16 0.69 0.47
C -0.719441 -0.960771 -0.142092 -1.34 -0.08 0.42
C -0.649302 0.278777 -0.615833 0.51 0.34 -0.63
C 0.583170 0.801512 -1.365042 -0.23 -0.04 1.47
P 1.480604 2.009283 -0.247857 -0.73 1.16 -0.06
O 1.187518 3.397751 -0.583010 0.25 0.26 -0.59
O 3.070384 1.674138 -0.216003 -1.33 -0.67 0.71
O 0.948726 1.742363 1.275135 0.65 -0.76 -0.58
C -1.804401 1.232622 -0.463224 0.08 -1.60 0.24
O -1.656608 2.366882 -0.790553 -0.15 2.00 -0.58
C -3.134670 0.771487 0.064033 0.62 -0.46 -0.14
O -4.192547 1.581586 0.038940 0.14 0.70 -0.34
C -3.217107 -0.456994 0.551086 0.42 -0.41 -0.08
C -2.021644 -1.368007 0.551284 -0.73 1.14 -0.48
O -2.135109 -2.426112 1.082268 0.37 -1.68 0.69
H 3.262984 -1.996894 -0.531060 0.02 -0.27 0.37
H 2.071189 -3.285420 -0.676604 0.18 0.20 0.30
H 2.979728 -3.192884 0.830681 0.10 0.41 -0.18
H 1.228087 -1.869131 1.635253 -0.55 0.06 -0.39
H 1.766027 -0.627799 0.498382 -0.61 -0.14 -0.05
H 0.224143 1.339728 -2.249730 0.54 -0.02 0.16
H 1.250053 -0.042542 -1.577460 -0.29 0.26 -0.32
H 3.272881 1.261416 0.641224 0.30 0.12 -0.25
H 0.191461 2.324226 1.444012 0.29 0.05 -0.09
H -3.967517 2.401176 -0.435587 0.12 -0.13 0.18
H -4.179172 -0.809267 0.926468 0.50 -0.25 0.05
```
Positions in Å, forces in eV/Å.

For the electronic energy, the calculation gives -33133.6211 eV. For the LUMO energy, the calculation gives -1.228 eV. The calculation puts the molar mass at 262.2 g mol⁻¹. As for the total charge: 0. Its SMILES is CCOC1=C(CP(=O)(O)O)C(=O)C(O)=CC1=O. The value obtained for the HOMO energy is -9.871 eV. The frontier orbital gap comes out at 8.643 eV.

Results of the Löwdin charge analysis, in e, for atoms 1 through 4: number 1, C, carries -0.04; number 2, C, carries -0.21; number 3, O, carries -0.03; number 4, C, carries -0.17

=====

# 4
The following is a DFT calculation (ωB97M-V/def2-TZVPD) of one molecule with the formula C9H11P in a non-equilibrium geometry.

```
21
Properties=species:S:1:pos:R:3:forces:R:3
C 2.976721 -0.091577 -0.488589 -0.99 -2.16 0.93
C 2.634350 1.187351 -0.617412 0.78 4.66 -1.84
C 2.005739 -0.989455 -0.134151 -3.52 -0.44 0.27
C 1.329204 1.697617 -0.461490 1.66 -2.36 0.38
C 0.618923 -0.562554 -0.143761 1.31 -1.20 0.34
C 0.398073 0.759665 -0.198918 -2.40 0.29 -0.63
C -0.541015 -1.469621 0.206889 0.35 0.23 -1.77
C -1.927055 -0.993977 -0.301677 0.58 -1.24 -1.01
C -2.220735 0.414252 -0.111992 2.02 -0.62 2.80
P -3.074525 0.844749 1.415998 1.08 -0.09 0.60
H 3.934711 -0.479313 -0.573804 1.88 -0.14 -0.25
H 3.419210 1.906626 -1.013860 -0.94 -0.76 0.85
H 2.140725 -2.003927 0.228572 0.54 -0.06 -0.52
H 1.124371 2.691698 -0.405195 -0.37 2.76 -0.29
H -0.374968 -2.440968 -0.299830 0.02 0.06 1.30
H -0.494365 -1.346851 1.253956 -0.37 -1.23 1.55
H -1.881197 -1.229082 -1.418621 -0.81 -0.09 1.44
H -2.695628 -1.530402 0.358416 0.83 -0.08 -1.54
H -2.742202 0.963463 -0.774448 -0.98 1.62 -3.22
H -2.664159 2.160061 1.210511 -0.16 0.66 0.51
H -1.966181 0.512245 2.269404 -0.51 0.20 0.09
```
Positions in Å, forces in eV/Å.

For the electronic energy, the calculation gives -18794.6565 eV. For the LUMO energy (alpha / beta), the calculation gives 0.152 / 0.148 eV. The calculation puts the molar mass at 150.2 g mol⁻¹. For the energy relative to the best compared isomer or geometry (same formula, charge and spin), the calculation gives 81.2 kcal/mol. As for the total charge: 0. The value obtained for the HOMO energy (alpha / beta) is -8.337 / -7.868 eV. The frontier orbital gap (alpha / beta) comes out at 8.489 / 8.016 eV.

Results of the Löwdin charge analysis, in e, for atoms 1 through 4: number 1, C, carries -0.13; number 2, C, carries -0.11; number 3, C, carries -0.02; number 4, C, carries -0.07

=====

# 5
The following is a DFT calculation (ωB97M-V/def2-TZVPD) of one molecule with the formula C9H11PS in a non-equilibrium geometry.

```
22
Properties=species:S:1:pos:R:3:forces:R:3
C 3.639366 -0.292306 -0.183568 -3.70 -1.44 2.28
C 2.906087 0.771443 -0.604695 -1.61 -1.15 0.73
C 3.044180 -1.278560 0.661777 -0.25 2.33 -0.48
C 1.576801 0.879905 -0.243157 -0.67 0.48 0.69
C 1.728180 -1.135095 1.109239 0.83 -0.78 0.55
C 1.012434 -0.033667 0.675472 -1.00 0.86 -2.12
C -3.103961 0.751838 0.418726 1.56 -2.23 -1.40
C -2.582196 -0.260556 -0.714837 -1.43 1.09 -0.02
C -0.470458 -0.044074 0.943267 -0.68 -0.32 2.74
P -1.528181 1.490062 0.942031 0.77 1.02 1.13
S -1.423607 -1.343319 0.099086 0.26 -0.73 -0.30
H 4.577740 -0.412102 -0.492313 3.76 -0.52 -1.10
H 3.252489 1.408735 -1.324231 1.17 1.76 -1.54
H 3.684017 -2.004182 1.055567 0.64 -1.38 0.38
H 1.015641 1.745274 -0.675076 0.25 -1.03 0.62
H 1.264481 -1.893187 1.811657 0.59 1.02 -0.97
H -3.852462 1.398480 0.018744 -0.32 0.80 -0.12
H -3.520418 0.118629 1.202136 -0.07 0.23 0.14
H -3.506965 -0.837344 -1.030228 1.47 0.42 -0.23
H -2.028727 0.326160 -1.532782 -1.33 -1.00 0.86
H -0.498839 -0.312891 2.043176 -0.23 -0.04 -1.01
H -1.108562 1.829358 -0.325655 -0.02 0.61 -0.81
```
Positions in Å, forces in eV/Å.

For the electronic energy, the calculation gives -29634.1573 eV. For the LUMO energy, the calculation gives 0.839 eV. The calculation puts the molar mass at 182.2 g mol⁻¹. For the energy relative to the best compared isomer or geometry (same formula, charge and spin), the calculation gives 24.7 kcal/mol. As for the total charge: 0. Its SMILES is c1ccc([C@H]2PCCS2)cc1. The value obtained for the HOMO energy is -8.565 eV. The frontier orbital gap comes out at 9.404 eV.

Results of the Löwdin charge analysis, in e, for atoms 1 through 4: number 1, C, carries -0.06; number 2, C, carries -0.09; number 3, C, carries -0.04; number 4, C, carries -0.04

=====

# 6
The following is a DFT calculation (ωB97M-V/def2-TZVPD) of C9H12Cl6O5 as an isolated structure in a non-equilibrium geometry.

```
32
Properties=species:S:1:pos:R:3:forces:R:3
C -16.254147 4.112664 -10.718212 -0.17 -0.14 0.42
C -17.467973 4.635727 -10.439628 -1.26 1.73 -0.85
C -17.931128 5.202290 -9.116759 3.02 -1.63 2.55
O -18.993919 5.746168 -8.932110 0.48 -0.21 -0.57
C -16.853535 4.879012 -8.053511 -1.98 0.90 -1.18
C -15.652800 4.361966 -8.362745 2.67 0.34 4.97
C -15.215400 3.945892 -9.676769 -3.84 1.02 -2.98
O -14.153327 3.451841 -9.966660 -0.65 2.27 -7.21
O -14.724189 4.247734 -7.328707 -10.25 11.36 3.23
O -18.383071 4.913297 -11.372686 0.91 -1.08 -1.34
H -16.054602 3.718459 -11.703703 0.13 0.18 -0.09
H -17.044671 5.135803 -7.022041 -0.01 0.10 0.00
H -13.969695 3.690975 -7.534494 1.74 1.66 0.92
H -19.147243 5.386872 -11.035980 -0.19 0.12 0.76
O -13.877998 2.842938 -8.091405 4.10 -12.39 -0.73
H -13.911800 2.839936 -9.047997 0.81 -0.36 -0.52
H -13.411436 2.038330 -7.865231 -1.19 -0.41 -1.30
C -11.612263 2.549146 -9.331285 1.38 0.94 -0.46
Cl -11.450239 3.177715 -10.981615 0.41 0.09 -0.02
Cl -12.498908 1.050667 -9.342875 1.42 -1.44 -1.68
H -10.619900 2.424868 -8.897853 -0.08 -0.39 -0.32
H -12.115133 3.292529 -8.712741 0.31 -0.24 -0.72
C -15.386607 1.281028 -6.406295 -0.15 0.12 -0.02
Cl -13.818544 0.617100 -6.870570 -5.26 -7.71 0.54
Cl -15.642196 0.985536 -4.710024 -0.40 -0.24 0.87
H -15.362735 2.365555 -6.512792 0.09 -0.24 -0.24
H -16.180586 0.819982 -6.993790 0.20 0.05 0.10
C -11.753590 1.942748 -4.905495 0.31 0.22 -0.06
Cl -11.053916 0.333741 -4.817393 0.22 -0.49 -0.34
Cl -12.444380 2.383071 -6.542120 7.88 5.39 7.12
H -12.504672 1.935988 -4.115596 -0.33 0.41 -0.57
H -10.944946 2.627975 -4.651190 -0.32 0.09 -0.27
```
Positions in Å, forces in eV/Å.

For the electronic energy, the calculation gives -94886.8710 eV. For the LUMO energy, the calculation gives -2.135 eV. The calculation puts the molar mass at 412.9 g mol⁻¹. As for the total charge: 0. The value obtained for the HOMO energy is -8.678 eV. The frontier orbital gap comes out at 6.543 eV.

Results of the Löwdin charge analysis, in e, for atoms 1 through 4: number 1, C, carries 0.11; number 2, C, carries -0.21; number 3, C, carries -0.27; number 4, O, carries 0.13